[1]
C24H42Cl3HgN4O3SSi | ωB97M-V with the def2-TZVPD basis set

```
79
Properties=species:S:1:pos:R:3:forces:R:3
C 3.412 -0.796 -3.070 -0.002 0.115 -0.012
C 3.514 -2.214 -2.574 0.283 -0.689 0.305
H 4.409 -0.329 -3.059 -0.468 0.018 0.037
H 2.714 -0.219 -2.443 0.299 -0.092 -0.215
H 3.047 -0.739 -4.114 0.081 -0.153 0.421
C 4.654 -2.918 -2.604 -0.926 0.231 -0.053
C 5.961 -2.404 -3.083 0.624 -0.133 -0.018
H 4.672 -3.949 -2.257 -0.172 0.196 -0.031
H 6.170 -1.386 -2.727 0.032 -0.267 -0.101
H 6.057 -2.409 -4.178 -0.054 0.026 0.182
H 6.713 -3.094 -2.683 0.235 0.389 -0.191
Hg -1.342 2.154 -1.254 -0.399 1.557 0.496
Cl -3.712 2.138 -1.298 0.314 -0.206 -0.518
Cl 0.947 2.326 -1.840 -0.419 -0.199 -0.305
C -3.287 -0.388 0.611 1.096 1.067 0.533
O -2.555 0.483 1.094 -1.261 -1.284 -0.742
N -3.527 -1.575 1.214 0.078 -0.313 0.207
C -3.030 -1.834 2.561 -0.083 -0.097 -0.083
C -4.109 -2.692 0.485 -0.080 0.420 0.145
H -3.814 -0.281 -0.362 0.301 0.090 0.314
H -3.011 -0.906 3.143 -0.009 -0.195 -0.269
H -2.018 -2.278 2.576 -0.419 0.216 -0.025
H -3.737 -2.547 3.007 0.282 0.160 0.143
H -4.683 -2.301 -0.370 0.198 -0.202 0.278
H -4.789 -3.208 1.177 0.117 -0.113 -0.399
H -3.329 -3.378 0.114 -0.356 0.080 0.170
H 1.604 4.712 -0.477 -0.011 0.218 0.121
H 2.044 2.407 0.460 0.072 0.006 0.376
C 1.597 5.116 0.541 0.086 0.018 0.427
C 2.065 2.873 1.457 0.064 -0.278 -0.432
N 1.246 4.057 1.461 0.174 -0.163 0.598
H 0.832 5.891 0.607 0.171 -0.095 -0.161
C 0.157 4.157 2.264 -1.365 -0.432 0.113
O -0.475 3.231 2.779 1.671 0.691 -0.138
H 1.712 2.159 2.207 -0.048 0.208 -0.155
H -0.174 5.208 2.390 0.025 -0.323 -0.080
H 2.580 5.527 0.804 0.062 0.005 -0.145
H 3.108 3.145 1.672 -0.074 -0.018 0.047
O 1.860 -1.968 -0.890 0.254 -0.102 -0.283
C 2.227 -2.811 -1.985 -0.093 0.754 0.351
C 3.071 -4.645 -0.453 0.018 -0.296 -0.380
C 2.338 -4.264 -1.581 -0.187 0.003 -0.223
H 3.501 -3.864 0.182 -0.143 -0.359 -0.194
C 3.310 -6.005 -0.222 -0.095 0.260 0.044
H 1.487 -2.706 -2.802 -0.138 -0.157 0.422
C 1.755 -5.228 -2.413 0.532 0.084 0.196
H 3.917 -6.296 0.641 -0.248 0.001 -0.333
C 2.805 -6.969 -1.100 -0.121 0.186 -0.304
C 2.022 -6.583 -2.201 -0.006 0.078 0.236
H 1.151 -4.863 -3.251 0.222 -0.370 0.218
H 3.037 -8.023 -0.945 -0.099 0.254 0.004
H 1.628 -7.328 -2.902 0.140 0.221 0.379
Si 0.875 -1.857 0.457 0.446 -0.318 -0.858
Cl -1.513 4.881 -0.018 1.133 0.152 -2.381
C 1.920 -2.118 1.985 0.105 -0.068 0.304
C -0.443 -3.177 0.270 -0.359 -0.475 0.088
C 0.234 -0.132 0.398 -0.031 0.274 0.138
H 2.373 -3.118 2.028 -0.159 0.190 -0.009
H 1.317 -1.981 2.897 0.128 -0.034 -0.222
H 2.736 -1.380 2.025 -0.214 -0.135 -0.067
H 1.016 0.555 0.047 -0.085 -0.348 0.228
H -0.136 0.218 1.371 -0.029 0.013 -0.298
H -0.584 -0.046 -0.333 0.168 -0.244 0.279
H -0.012 -4.169 0.024 -0.085 0.500 0.132
H -1.135 -2.910 -0.551 0.256 -0.049 0.324
H -1.038 -3.307 1.191 0.213 0.058 -0.433
C -3.543 7.038 1.876 -0.261 0.022 -0.084
N -4.577 6.165 1.353 0.312 0.143 0.295
C -5.651 6.557 0.586 -0.293 -0.670 -0.423
C -6.208 5.421 0.080 0.076 0.770 0.203
N -5.487 4.352 0.580 -0.078 -0.713 -0.218
C -4.433 4.796 1.352 1.071 -0.378 0.077
S -3.087 4.004 1.930 -2.530 -0.429 1.517
H -3.282 6.706 2.885 -0.035 0.178 -0.127
H -2.644 6.981 1.248 -0.183 -0.030 0.117
H -3.952 8.055 1.872 0.184 -0.143 0.138
H -5.895 7.603 0.478 -0.113 -0.212 -0.109
H -7.048 5.292 -0.578 -0.046 0.008 0.037
H -5.538 3.386 0.234 0.248 0.918 0.380
```
Positions in Å, forces in eV/Å.

Values from the calculation:
Gap between HOMO and LUMO ... 4.814 eV
Net charge ... -1
Multiplicity ... 1
Molecular weight ... 801.7 g mol⁻¹
Relative energy (zero: lowest compared OMol25 entry of this formula, charge and spin) ... 0.0 kJ/mol

These are the Löwdin partial charges, in e, on atoms 1 to 4:
1. C -0.033
2. C -0.219
3. H 0.070
4. H 0.057



[2]
C6H15N | ωB97M-V with the def2-TZVPD basis set

```
22
Properties=species:S:1:pos:R:3:forces:R:3
C 1.957 -1.497 -1.576 -0.947 0.233 -0.730
C 0.758 -2.120 -0.876 0.589 0.547 0.991
C -0.234 -1.066 -0.356 0.619 -0.715 0.542
N 0.457 -0.205 0.634 0.237 -0.080 -1.307
C -0.429 0.446 1.559 -0.870 0.877 0.057
C -1.574 1.334 0.976 1.428 -1.170 0.833
C -1.003 2.570 0.336 0.352 0.151 -0.867
H 2.425 -0.746 -0.958 0.584 -0.255 0.391
H 2.595 -2.293 -1.914 0.801 -0.093 0.130
H 1.683 -0.947 -2.476 -0.333 -0.020 -0.262
H 0.330 -2.931 -1.455 -0.400 0.152 -0.268
H 1.173 -2.576 0.026 -0.144 -0.227 0.051
H -0.632 -0.502 -1.201 -0.397 0.064 0.018
H -1.015 -1.589 0.207 -0.218 0.170 -0.365
H 0.983 0.469 0.074 -0.067 0.033 0.585
H -0.936 -0.324 2.141 0.263 -0.121 0.271
H 0.123 1.119 2.213 0.406 -0.348 0.288
H -2.162 1.567 1.863 -0.451 0.147 -0.275
H -2.077 0.611 0.341 -0.716 0.640 -0.456
H -0.299 2.345 -0.478 -0.328 -0.282 -0.091
H -0.352 3.127 1.018 -0.513 0.115 0.274
H -1.772 3.209 -0.101 0.107 0.182 0.192
```
Positions in Å, forces in eV/Å.

Values from the calculation:
Gap between HOMO and LUMO ... 9.778 eV
Net charge ... 0
Multiplicity ... 1
Molecular weight ... 101.2 g mol⁻¹
SMILES string ... CCCNCCC
Relative energy (zero: lowest compared OMol25 entry of this formula, charge and spin) ... 81.8 kJ/mol

These are the Löwdin partial charges, in e, on atoms 1 to 4:
1. C -0.119
2. C -0.253
3. C -0.241
4. N -0.075



[3]
CCl3NSi | ωB97M-V with the def2-TZVPD basis set

```
6
Properties=species:S:1:pos:R:3:forces:R:3
C -0.055 1.302 0.552 0.241 0.654 0.529
N -0.389 2.395 0.789 0.596 -1.832 -0.373
Si 0.386 -0.466 0.194 -3.381 0.456 -2.019
Cl -1.401 0.030 -2.235 1.628 -0.574 2.076
Cl -0.536 -1.941 1.202 -0.104 0.799 0.131
Cl 1.995 -1.320 -0.502 1.021 0.497 -0.345
```
Positions in Å, forces in eV/Å.

Values from the calculation:
Gap between HOMO and LUMO ... 7.684 eV
Net charge ... 0
Multiplicity ... 1
Molecular weight ... 160.5 g mol⁻¹
Relative energy (zero: lowest compared OMol25 entry of this formula, charge and spin) ... 141.7 kJ/mol

These are the Löwdin partial charges, in e, on atoms 1 to 4:
1. C -0.366
2. N 0.128
3. Si -0.243
4. Cl -0.313



[4]
C4H12 | ωB97M-V with the def2-TZVPD basis set

```
16
Properties=species:S:1:pos:R:3:forces:R:3
C 0.093 2.144 0.912 1.010 0.535 -0.341
C -1.240 1.568 1.411 0.864 0.270 -0.342
H 0.630 2.775 1.624 -0.404 0.074 0.265
H 0.875 1.438 0.629 -0.383 -0.548 0.067
H 0.002 2.761 0.016 -0.328 0.074 0.022
H -1.161 0.488 1.463 -0.274 -0.124 0.189
H -1.472 1.985 2.386 -0.218 -0.160 0.061
H -2.018 1.836 0.704 -0.274 -0.108 0.087
C 0.555 -2.586 -1.382 0.440 -0.597 -0.340
C 0.489 -1.133 -0.914 0.743 -0.176 0.576
H 1.544 -2.973 -1.655 0.207 0.489 0.346
H 0.204 -3.273 -0.615 -0.311 -0.053 -0.148
H 0.023 -2.747 -2.322 -0.471 0.034 0.283
H 1.477 -0.674 -0.817 -0.045 0.066 -0.672
H 0.161 -1.047 0.122 -0.571 -0.179 -0.106
H -0.162 -0.563 -1.563 0.017 0.402 0.054
```
Positions in Å, forces in eV/Å.

Values from the calculation:
Gap between HOMO and LUMO ... 12.710 eV
Net charge ... 0
Multiplicity ... 1
Molecular weight ... 60.1 g mol⁻¹
SMILES string ... CC.CC
Relative energy (zero: lowest compared OMol25 entry of this formula, charge and spin) ... 39.5 kJ/mol

These are the Löwdin partial charges, in e, on atoms 1 to 4:
1. C -0.174
2. C -0.150
3. H 0.057
4. H 0.041



Among the records above, which one has the highest gap between HOMO and LUMO? C4H12



molecular weight of number 4 (C4H12)? 60.1 g mol⁻¹



Which of these has the highest gap between HOMO and LUMO? C4H12



molecular weight of number 3 (CCl3NSi)? 160.5 g mol⁻¹